ORCA calculation (the ωB97M-V functional and the def2-TZVPD basis) on 2 unconnected molecules or ions with the total composition C4H11N2O at a distorted geometry.

The calculation puts the gap between HOMO and LUMO at 0.2746 hartree. For the molar mass, the calculation gives 103.14 g/mol. As for the HOMO energy: -11.5 eV. Its net charge is +1.

Bonds (Å) are listed after each position.
Geometry (Å):
1 C -0.10 0.80 0.14  C2 1.497, H5 1.108, H6 1.128, H7 1.111
2 C -0.63 2.18 0.32  C1 1.497, C3 1.351, H8 1.073
3 C -0.21 3.23 -0.42  C2 1.351, O4 1.453, H9 1.096
4 O -1.09 4.38 -0.56  C3 1.453, H10 1.013
5 H -0.81 0.15 -0.41  C1 1.108
6 H 0.87 0.72 -0.44  C1 1.128
7 H 0.11 0.31 1.12  C1 1.111
8 H -1.37 2.31 1.09  C2 1.073
9 H 0.73 3.38 -0.96  C3 1.096
10 H -0.52 4.97 -1.15  O4 1.013
11 N 0.72 -2.11 -0.71  C12 1.325, H14 1.019, H15 1.004
12 C 0.11 -2.48 0.41  N11 1.325, N13 1.324, H16 1.100
13 N 0.23 -3.72 0.87  C12 1.324, H17 1.011, H18 1.017
14 H 1.10 -2.81 -1.35  N11 1.019
15 H 0.69 -1.16 -1.03  N11 1.004
16 H -0.48 -1.77 1.01  C12 1.100
17 H -0.12 -4.02 1.77  N13 1.011
18 H 0.76 -4.38 0.31  N13 1.017

natural (NBO) population analysis, charges in e, atoms 1 to 6: -0.635, -0.313, 0.156, -0.674, 0.191, 0.199